(1)
This record from the Open Molecules 2025 dataset describes 12 unconnected molecules or ions with the total composition C48H96O36 in a non-equilibrium geometry. The level of theory is ωB97M-V with the def2-TZVPD basis set.

Geometry as XYZ:
```
180
Properties=species:S:1:pos:R:3:forces:R:3
C 1.546079 4.238655 -0.325575 0.588 -1.178 0.893
C 1.794709 4.519097 1.165462 0.740 1.146 -1.201
O 0.791570 4.008321 2.026165 -0.220 -0.672 0.493
C 0.001993 4.868308 2.640040 -1.222 0.868 -0.201
O -0.034443 6.056919 2.480259 0.364 0.534 -0.031
O -0.861824 4.221546 3.424551 0.489 -1.258 -0.339
C -1.882081 4.926692 4.099322 0.338 0.246 1.241
H 1.828242 3.184116 -0.412654 -0.525 -0.122 -0.550
H 2.283180 4.752621 -0.942312 -0.082 0.300 0.121
H 0.541067 4.418106 -0.692976 0.011 0.070 0.139
H 1.923039 5.597843 1.271157 -0.213 -0.084 0.554
H 2.716668 4.020488 1.455931 0.001 0.057 0.059
H -2.310752 4.194895 4.783127 -0.255 -0.117 -0.328
H -2.645224 5.373391 3.466761 0.191 -0.062 -0.274
H -1.437839 5.670491 4.765435 -0.055 0.314 -0.357
C 6.599024 -0.042215 0.490722 1.273 -0.646 1.103
C 7.167783 0.622445 -0.743542 -1.610 -0.567 -0.060
O 6.263988 1.626616 -1.241521 0.722 0.904 0.064
C 5.178638 1.332586 -1.939278 -0.050 -0.055 -0.342
O 4.465886 2.174483 -2.414557 -0.207 -0.091 0.128
O 5.047329 0.018862 -2.070344 0.077 -0.513 0.327
C 3.899979 -0.543281 -2.691424 0.416 -0.585 -0.996
H 5.628305 -0.533982 0.498249 -0.141 0.285 -0.843
H 6.624450 0.587182 1.380150 0.069 0.287 -0.199
H 7.328970 -0.837811 0.698797 -0.098 -0.076 0.205
H 7.311246 -0.149371 -1.499793 0.188 0.224 -0.161
H 8.101607 1.131091 -0.527324 -0.042 0.101 -0.026
H 3.888700 -0.316112 -3.760956 -0.289 0.689 0.153
H 2.972602 -0.324883 -2.170449 0.047 0.089 0.025
H 4.120629 -1.610479 -2.718774 -0.299 -0.057 0.544
C -1.765227 -1.451880 -2.311573 0.036 -0.205 -0.815
C -1.955795 -0.028651 -1.844833 -0.414 0.266 -0.220
O -1.521102 0.276630 -0.518777 -0.151 -0.530 0.374
C -0.221112 0.226130 -0.290694 1.333 1.384 -0.232
O 0.643084 -0.001721 -1.107123 -0.287 -0.663 -0.049
O 0.026769 0.659034 0.937818 -1.406 -0.676 -0.024
C 1.300575 0.496014 1.511062 1.126 0.523 0.745
H -2.375956 -1.547973 -3.214691 -0.140 -0.108 0.052
H -2.085298 -2.230644 -1.618844 -0.124 0.256 0.249
H -0.759980 -1.693148 -2.651795 0.149 0.258 0.274
H -3.020258 0.206779 -1.815399 -0.034 -0.127 0.127
H -1.530166 0.699881 -2.538645 0.319 -0.173 -0.026
H 1.137731 0.287720 2.568794 -0.011 -0.044 -0.173
H 1.834083 1.449793 1.480101 -0.036 -0.070 -0.211
H 1.941296 -0.266777 1.065326 -0.398 -0.067 -0.323
C 5.459188 -3.610924 3.895797 0.484 -0.589 -0.083
C 4.530000 -4.771725 3.513929 0.204 1.226 2.703
O 3.388653 -4.236328 2.856521 0.180 -1.291 -0.569
C 2.384079 -3.722480 3.576886 1.071 0.933 -0.461
O 2.311060 -3.590513 4.762972 -0.035 -0.642 0.581
O 1.579914 -3.202730 2.678449 -0.975 0.152 -1.107
C 0.463228 -2.432932 3.103146 -0.267 0.684 0.252
H 5.415299 -2.820303 3.147038 0.316 -0.095 -0.123
H 6.453314 -4.058574 3.987536 0.189 0.479 -0.210
H 5.249388 -3.170837 4.869658 -0.392 -0.044 -0.072
H 4.249226 -5.187289 4.487621 -0.435 -0.252 -0.238
H 5.090610 -5.569337 3.035764 -0.696 0.210 -1.112
H -0.025007 -1.985273 2.238705 0.148 -0.517 -0.373
H 0.777033 -1.556846 3.671978 0.132 -0.383 0.416
H -0.256925 -3.046757 3.639399 0.055 0.003 0.176
C -3.157982 -3.374209 1.236318 -0.845 0.213 -1.303
C -3.255966 -4.332721 2.420217 0.914 1.066 -0.493
O -4.032809 -3.812005 3.501134 -0.069 0.036 1.025
C -5.352774 -3.981298 3.484564 0.118 0.356 -0.203
O -5.981059 -4.216747 2.495389 -0.600 -0.461 -0.351
O -5.850006 -3.790157 4.716266 0.815 0.336 0.030
C -7.236562 -3.975099 4.881630 -1.312 -0.850 -0.131
H -2.659808 -3.782362 0.350501 0.269 -0.610 0.400
H -2.659431 -2.411441 1.360538 -0.006 -0.095 0.803
H -4.143326 -3.150365 0.817856 -0.153 0.033 0.366
H -2.259141 -4.366764 2.857335 -0.029 -0.515 0.074
H -3.599117 -5.322650 2.131790 -0.105 0.031 -0.010
H -7.805473 -3.754555 3.978790 0.221 0.186 -0.033
H -7.645359 -3.407578 5.715013 0.595 0.427 -0.049
H -7.453270 -5.017638 5.134208 0.237 -0.057 -0.143
C 2.828636 3.170279 5.383558 -0.869 -0.065 -0.857
C 1.329292 2.972407 5.455741 -0.155 0.565 1.552
O 0.964704 1.884743 6.362213 -0.254 0.072 -0.847
C 1.077696 0.665648 5.871748 1.076 -0.711 -0.152
O 1.544106 0.327487 4.801959 -0.370 0.531 -0.191
O 0.724868 -0.194931 6.802092 -0.973 0.120 1.291
C 0.704639 -1.574962 6.498223 0.977 -0.696 -0.687
H 3.293944 2.303423 4.923640 0.179 0.107 0.006
H 3.291054 3.393019 6.340629 -0.099 0.045 0.044
H 2.898789 4.021579 4.700600 0.647 0.025 0.089
H 0.804204 2.950938 4.505308 0.249 -0.756 -0.119
H 0.874627 3.811326 5.988320 0.122 0.122 -0.069
H 1.642630 -1.866806 6.024673 -0.147 0.114 -0.085
H -0.101422 -1.841666 5.817117 -0.154 0.174 0.116
H 0.647063 -2.168574 7.406283 -0.312 0.447 0.251
C 5.448515 5.160398 0.088590 -0.320 -0.810 -0.982
C 5.808061 4.293369 1.259000 0.353 0.337 0.417
O 4.957066 3.134581 1.275894 -0.337 0.341 0.117
C 4.912197 2.447674 2.422637 0.992 0.321 0.015
O 5.369485 2.780248 3.480323 0.120 0.139 0.222
O 4.341652 1.302744 2.143910 -1.144 -0.803 -0.684
C 4.355761 0.199097 3.002569 -0.359 -1.967 0.796
H 6.107204 6.018685 -0.020070 -0.031 0.064 0.247
H 4.401565 5.463574 0.115337 0.086 0.255 0.244
H 5.539233 4.556682 -0.820040 0.061 0.107 -0.047
H 5.729905 4.872434 2.180409 -0.108 -0.349 0.175
H 6.824766 3.906265 1.177610 0.113 0.184 0.016
H 3.552615 -0.498436 2.748626 -0.320 0.554 -0.523
H 4.183886 0.325586 4.070019 0.362 0.905 -0.037
H 5.220715 -0.449298 2.843031 0.487 0.601 0.090
C -0.840296 -0.291589 -6.124822 0.580 1.005 0.532
C -1.847498 -0.952285 -7.012122 0.737 0.104 -0.820
O -2.674873 -1.764902 -6.197661 -0.637 0.486 -0.384
C -2.449033 -3.030062 -5.932774 -0.392 -0.396 0.394
O -1.641688 -3.779237 -6.400604 0.395 0.105 -0.161
O -3.374283 -3.343618 -5.002858 0.325 -0.314 0.325
C -3.219313 -4.579276 -4.306409 -1.226 -0.444 -0.001
H -0.290877 -0.993309 -5.493757 -0.117 -0.304 -0.223
H -1.274756 0.439278 -5.438722 -0.190 -0.041 -0.104
H -0.087255 0.251882 -6.699431 -0.089 -0.011 -0.113
H -1.310628 -1.429201 -7.838967 -0.251 -0.916 0.411
H -2.512043 -0.276330 -7.550955 -0.124 0.255 0.529
H -3.002362 -4.401119 -3.253944 0.694 0.179 -0.140
H -2.571813 -5.282983 -4.819010 0.391 0.249 0.138
H -4.208863 -5.039930 -4.260636 -0.061 0.045 -0.287
C -1.983457 3.445316 0.491425 -0.048 0.070 0.809
C -3.261730 2.618009 0.564266 0.426 0.143 -1.345
O -3.186621 1.780572 1.705299 0.633 0.158 0.725
C -4.254897 1.419312 2.400827 -0.573 0.481 -1.684
O -5.388113 1.743814 2.138178 0.026 -0.124 0.622
O -3.833402 0.589327 3.329857 0.645 -0.865 0.924
C -4.776543 0.089521 4.251818 -1.150 -0.334 0.779
H -1.790163 3.920649 -0.469390 -0.354 -0.126 -0.103
H -1.121001 2.831027 0.741850 -0.055 -0.165 -0.121
H -2.019021 4.215577 1.266201 -0.070 0.091 -0.207
H -3.278252 1.946564 -0.294615 -0.180 -0.008 -0.063
H -4.148680 3.245129 0.494893 -0.171 -0.138 0.540
H -5.133422 0.892986 4.895959 -0.283 0.081 -0.238
H -4.397104 -0.670934 4.934914 1.053 0.206 -0.373
H -5.602555 -0.449107 3.784526 -0.154 0.551 -0.398
C -3.547627 4.472641 -4.168535 -0.213 -0.280 -0.523
C -2.198017 4.930603 -4.685241 -0.347 1.208 1.178
O -1.254522 3.890223 -4.869997 -0.099 -0.504 -0.922
C -0.572586 3.460797 -3.810590 -0.120 0.787 0.868
O -0.660670 3.930408 -2.698326 0.077 -0.217 -0.182
O 0.198313 2.472333 -4.189494 0.149 -0.791 -1.334
C 1.313374 2.041596 -3.430791 0.598 -0.363 1.527
H -4.039584 3.722213 -4.792834 0.430 -0.299 0.015
H -4.264462 5.293914 -4.223661 0.243 0.248 0.451
H -3.416940 4.104783 -3.152257 -0.326 0.003 0.033
H -1.801114 5.613656 -3.928507 0.106 -0.060 -0.009
H -2.286500 5.551622 -5.574541 0.212 -0.632 -0.448
H 2.202484 1.849833 -4.027657 -0.243 0.657 -0.538
H 1.155720 1.088822 -2.919538 -0.680 0.164 -0.175
H 1.521683 2.758793 -2.640498 0.193 0.121 -0.153
C 6.218079 -4.977541 -0.277652 0.424 -0.069 -0.424
C 5.320735 -3.761234 -0.208539 0.836 0.075 -0.260
O 3.986391 -4.233861 -0.064424 0.187 0.354 0.684
C 3.039027 -3.294630 -0.120454 -0.755 -1.144 -2.180
O 3.176406 -2.108912 -0.107412 0.141 0.537 0.732
O 1.930389 -3.960274 -0.523990 0.236 -0.070 0.596
C 0.806659 -3.232788 -0.975394 -0.225 0.676 -0.286
H 7.230036 -4.707037 -0.589959 0.029 0.325 0.394
H 5.947586 -5.704583 -1.044466 -0.551 0.020 0.181
H 6.260018 -5.455809 0.699533 0.041 -0.163 -0.079
H 5.385193 -3.125707 -1.096222 -0.070 -0.187 -0.144
H 5.682727 -3.122366 0.602220 -0.550 -0.054 0.292
H 0.427070 -2.531013 -0.232406 -0.064 -0.251 0.198
H 0.062749 -3.961539 -1.288175 -0.034 -0.121 0.391
H 1.000906 -2.623495 -1.861210 0.532 -0.042 0.080
C -5.578691 -1.159455 -4.210099 -0.384 -0.373 -1.576
C -6.576956 -0.000855 -4.344143 0.966 -0.107 2.100
O -7.704432 -0.342038 -5.125557 -0.248 -0.211 -0.028
C -7.525053 -0.497788 -6.422898 0.233 -0.220 -1.674
O -6.555298 -0.267190 -7.097856 0.652 0.381 0.596
O -8.640367 -0.979216 -6.943934 -1.946 -0.597 1.107
C -8.822895 -1.191493 -8.325545 1.242 0.827 -0.878
H -5.157798 -1.302826 -5.207119 0.260 -0.265 0.188
H -6.126449 -2.070425 -3.959648 -0.128 0.042 -0.014
H -4.751635 -1.122086 -3.504689 -0.160 0.763 0.137
H -6.139645 0.948154 -4.652297 0.089 -0.158 -0.329
H -6.971353 0.137914 -3.335783 -0.349 0.355 -0.196
H -8.029728 -0.636573 -8.833509 -0.042 -0.230 -0.230
H -9.766358 -0.779724 -8.675555 -0.199 -0.046 0.484
H -8.752919 -2.239815 -8.605962 0.007 -0.109 0.325
```
Forces are in eV/Å.

Charge: 0
Highest occupied orbital energy: -10.4 eV
LUMO energy: 0.44 eV
Largest force on an atom: 3.0 eV/A
ΔE to the lowest compared entry with this formula, charge and spin: 2.059 eV
SMILES: CCOC(=O)OC.CCOC(=O)OC.CCOC(=O)OC.CCOC(=O)OC.CCOC(=O)OC.CCOC(=O)OC.CCOC(=O)OC.CCOC(=O)OC.CCOC(=O)OC.CCOC(=O)OC.CCOC(=O)OC.CCOC(=O)OC

(2)
This record from the Open Molecules 2025 dataset describes a single C3H6O2Si molecule in a non-equilibrium geometry. The level of theory is ωB97M-V with the def2-TZVPD basis set.

Geometry as XYZ:
```
12
Properties=species:S:1:pos:R:3:forces:R:3
Si 1.992057 0.186750 -0.208730 -3.619 0.517 -0.983
C -0.045332 0.754664 -0.749322 3.309 2.126 0.690
O -0.783103 -0.295474 -1.390346 -0.630 -0.003 -1.563
C -1.153840 0.081511 -0.133827 0.558 -0.646 0.709
C -1.561504 -0.760222 0.953804 -0.053 0.344 -2.023
O -2.373760 0.332726 0.429754 -0.691 -0.016 -0.709
H 2.611743 1.163687 0.648929 0.280 0.426 0.421
H 2.686323 0.043437 -1.469673 0.388 -0.120 -0.367
H 1.689036 -1.076714 0.445635 0.288 -0.393 0.242
H -0.124408 1.854189 -1.142578 -0.320 -2.237 0.468
H -1.813196 -1.782253 0.796954 -0.671 -0.477 -0.281
H -1.124013 -0.502305 1.819402 1.162 0.478 3.396
```
Forces are in eV/Å.

Charge: 0
Highest occupied orbital energy: -9.7 eV
LUMO energy: 0.88 eV
Largest force on an atom: 4.0 eV/A
ΔE to the lowest compared entry with this formula, charge and spin: 5.058 eV
SMILES: [SiH3][C@H]1O[C@@]12CO2